{
  "formula": "C10H22Si2",
  "method": "ωB97M-V with the def2-TZVPD basis set",
  "species": ["H", "H", "H", "C", "C", "H", "C", "C", "H", "H", "H", "H", "H", "Si", "Si", "C", "H", "H", "H", "C", "C", "H", "H", "H", "H", "C", "H", "H", "C", "H", "C", "H", "H", "H"],
  "positions_angstrom": [[-0.2039, -2.1998, 1.2582], [-1.1498, -2.1954, -0.2337], [-3.2184, -0.4627, 0.2945], [-1.1090, -0.2730, 0.7673], [2.1218, -0.1093, 2.2864], [-0.7018, -0.4793, 3.5359], [0.0460, 1.4108, -0.6131], [-2.3671, 0.1351, -0.0261], [0.6195, -2.0439, -1.5177], [-2.2178, -0.0261, -1.0950], [3.1168, 0.2195, 2.5852], [-2.6323, 1.1796, 0.1212], [1.7942, 1.3687, -1.8633], [-1.3602, 0.3817, 2.5553], [-0.3686, 1.3687, -3.2365], [1.3172, -0.6470, -0.0454], [-1.9662, -2.1839, 1.3211], [1.4555, 0.7483, 2.2624], [3.0009, -1.4856, 0.8436], [2.1751, -0.7929, 0.9601], [1.5000, -1.4366, -1.3143], [2.3627, -2.0951, -1.2325], [0.2428, 1.8094, -4.4945], [1.7660, -0.8024, 3.0519], [-1.6351, 2.0762, -3.0484], [0.1354, 0.2511, 0.0390], [-2.7999, 0.3504, 2.8419], [1.6459, -0.7796, -2.1690], [-1.0979, -1.8058, 0.7832], [-0.5839, -0.0739, -3.2711], [0.8232, 1.8545, -1.7955], [-0.8934, 1.7648, 2.6498], [-0.8096, 2.0421, -0.4136], [0.9918, 2.9314, -1.7871]],
  "forces_ev_per_a": [[0.047, -0.087, 0.046], [-0.030, -0.005, -0.053], [-0.057, -0.029, 0.039], [0.538, -0.280, -1.121], [0.007, -0.098, -0.098], [0.235, -0.119, 0.201], [-0.497, 7.828, -3.997], [-0.151, 0.215, 0.083], [-0.034, -0.039, -0.081], [-0.033, -0.071, -0.049], [0.017, 0.079, 0.056], [-0.132, 0.131, -0.067], [0.043, -0.114, -0.146], [0.074, -0.132, -0.561], [0.965, 0.619, 0.329], [-0.006, 0.600, 0.360], [-0.101, -0.109, 0.103], [-0.045, 0.157, 0.053], [0.044, -0.165, -0.101], [0.213, -0.083, 0.165], [0.041, 0.036, -0.102], [0.071, -0.035, -0.022], [-0.033, -0.025, -0.459], [0.005, 0.031, 0.094], [-0.243, 0.110, 0.060], [0.016, -7.960, 4.490], [-0.273, 0.005, 0.043], [0.003, -0.013, -0.156], [-0.077, -0.046, 0.410], [-0.090, -0.332, 0.060], [-0.630, -0.731, 0.104], [0.123, 0.304, 0.104], [0.195, 0.298, 0.361], [-0.206, 0.060, -0.147]],
  "e_above_lowest_kcal_mol": 0.00,
  "total_charge": 0,
  "s_squared": 2.007,
  "orbital_gap_ha": [0.200, 0.271],
  "homo_energy_ev": [-4.641, -8.994],
  "spin_multiplicity": 3
}

***

{
  "formula": "C10H23AuN5O6PS",
  "method": "ωB97M-V with the def2-TZVPD basis set",
  "species": ["H", "C", "H", "H", "C", "H", "H", "S", "H", "O", "C", "O", "H", "O", "Au", "O", "H", "C", "H", "O", "N", "P", "C", "H", "H", "H", "H", "H", "N", "H", "H", "C", "C", "H", "O", "C", "H", "H", "N", "C", "N", "H", "H", "N", "H", "H", "C"],
  "positions_angstrom": [[-1.2135, 1.1704, -6.6020], [0.3647, -0.7471, -3.4463], [2.3724, 3.3795, 2.7205], [1.1086, -1.4404, -3.0987], [2.9068, 1.3582, 2.4330], [-5.5182, -1.6037, -5.8975], [0.9737, -2.3995, 4.5422], [-4.5137, 0.4544, -5.4617], [-1.6426, 2.9378, -3.3604], [0.4708, 0.7943, 1.3100], [-5.7521, -0.5782, -6.1851], [0.7518, 0.9790, 3.8898], [-3.0050, 1.8056, -3.1878], [-4.7592, 1.8295, -5.8055], [0.1057, 0.4699, -0.6911], [-4.3589, 0.1187, -4.0593], [-7.8916, -0.7624, -6.1096], [-1.1122, 0.8748, -3.4049], [-2.7797, -1.0614, -5.9427], [-0.3450, -1.1287, -6.8976], [-0.2444, 0.1843, -2.6514], [1.2509, 0.5266, 2.5547], [-7.1203, -0.1313, -5.6730], [3.6602, 2.9269, 3.6485], [-5.6601, -0.4648, -7.2662], [1.1861, -1.8730, 1.9160], [3.1822, 1.6193, 1.4149], [-2.3233, 1.8632, -5.4353], [0.5864, -1.6612, 3.9546], [3.6942, 0.7498, 2.8737], [0.4529, -0.7871, 4.5062], [-0.1428, -0.6095, -4.6908], [1.4789, -1.3028, 2.7935], [-7.3151, 0.9011, -5.9561], [1.0862, -2.2086, -5.6835], [-2.9771, -0.0350, -6.2452], [-7.1772, -0.2219, -4.5892], [-0.3386, -1.9628, 3.6442], [-1.0767, 0.4100, -4.6638], [-1.9636, 1.9893, -2.9261], [0.2225, -1.3788, -5.8521], [-1.8842, 2.0619, -1.8435], [2.0976, 2.3957, 4.0222], [2.7711, 2.6098, 3.2611], [2.5027, -1.5594, 3.0575], [-3.0876, -0.0019, -7.3272], [-1.8803, 0.9310, -5.7814]],
  "forces_ev_per_a": [[0.064, -0.069, -0.002], [0.048, -0.043, 0.006], [0.003, 0.021, -0.025], [-0.006, 0.009, -0.012], [-0.062, -0.058, -0.004], [0.034, 0.009, -0.022], [0.018, -0.026, 0.009], [0.215, -0.118, 0.192], [-0.020, -0.013, -0.016], [0.018, -0.028, -0.015], [-0.163, 0.034, 0.018], [-0.002, 0.016, 0.044], [-0.029, 0.017, 0.005], [0.015, 0.074, -0.069], [0.063, -0.003, -0.001], [0.015, 0.006, -0.060], [0.013, -0.009, -0.013], [0.067, -0.091, 0.008], [0.038, -0.010, -0.061], [-0.006, -0.022, 0.060], [-0.116, 0.082, 0.035], [0.024, -0.010, 0.008], [0.009, -0.051, -0.033], [0.032, 0.006, 0.009], [-0.023, -0.004, 0.007], [-0.010, -0.021, 0.010], [0.001, 0.029, -0.002], [0.003, 0.024, -0.049], [-0.013, 0.036, -0.026], [0.005, 0.016, 0.019], [0.025, 0.008, 0.007], [-0.107, 0.035, 0.039], [-0.016, 0.068, -0.028], [-0.014, -0.006, 0.016], [-0.070, 0.001, 0.013], [-0.008, 0.036, 0.132], [0.002, 0.014, -0.012], [-0.012, -0.021, -0.019], [0.026, -0.038, -0.043], [-0.018, 0.007, -0.030], [0.119, 0.049, -0.082], [0.004, 0.002, -0.007], [0.000, -0.011, 0.015], [-0.025, -0.042, -0.015], [0.000, 0.005, 0.021], [-0.042, 0.077, 0.007], [-0.095, 0.015, -0.032]],
  "e_above_lowest_kcal_mol": 0.00,
  "total_charge": 2,
  "orbital_gap_ha": 0.322,
  "homo_energy_ev": -14.635
}

***

{
  "formula": "C10H23B4FNO8",
  "method": "ωB97M-V with the def2-TZVPD basis set",
  "species": ["H", "O", "H", "H", "C", "H", "H", "O", "C", "B", "N", "H", "C", "H", "H", "B", "H", "O", "F", "C", "C", "H", "O", "C", "H", "H", "O", "C", "O", "C", "B", "H", "H", "H", "C", "O", "B", "H", "H", "H", "O", "H", "H", "H", "H", "C", "H"],
  "positions_angstrom": [[-1.3897, -0.8849, 1.4300], [0.3669, -1.4259, -0.8797], [1.4974, 2.1458, 0.7285], [-0.2265, 2.9183, -1.4223], [-1.0271, -1.9188, 1.2834], [5.1269, 0.9009, 4.2289], [-6.4863, -2.1486, -2.4821], [-5.9484, 0.1753, -3.6138], [3.2466, -0.6422, 4.5935], [2.2635, -0.8622, 0.9473], [3.8656, -0.5474, 3.2384], [3.2394, 0.3229, 5.1133], [0.7677, 2.7853, -0.9926], [2.1927, 4.2463, -1.8356], [-3.3812, -0.0424, -2.9023], [2.7716, -0.0972, 2.3591], [2.6174, 1.7590, -1.5155], [0.9127, 0.5608, -1.9890], [-3.1054, -3.1401, 1.3728], [-5.1861, -0.9291, -3.7641], [-2.1400, -2.6474, 0.5616], [1.1118, 0.8225, 2.6820], [2.4433, -0.3789, -0.3391], [1.5727, 1.8103, -1.8486], [-4.4156, -0.8408, -1.7053], [4.6272, 1.3264, 2.5580], [2.0492, 1.0675, 2.7373], [1.4472, 4.1861, -1.0298], [0.6281, 2.3494, 0.3508], [-4.0378, -0.9000, -2.7306], [0.3125, -1.7977, 0.4341], [-0.8423, -2.3059, 2.2892], [-5.4548, -3.1034, -3.5615], [-6.8679, -2.2556, -4.2096], [4.9306, 0.5109, 3.2299], [-2.2067, -2.7797, -0.5561], [1.2610, -0.3653, -1.0794], [1.6022, 2.2625, -2.8493], [3.7513, -1.4196, 5.1745], [2.1946, -0.9433, 4.4900], [1.5461, -2.0688, 1.0702], [-4.6985, -1.1104, -4.7567], [-3.4181, -1.8075, -2.8015], [0.7248, 4.9771, -1.2364], [5.8329, 0.0596, 2.8047], [-6.0525, -2.1784, -3.4854], [1.9809, 4.3550, -0.0913]],
  "forces_ev_per_a": [[-0.010, -0.171, -0.088], [-0.217, 1.038, 0.565], [-0.100, 0.206, -0.124], [-0.079, -0.514, 0.277], [-0.023, 0.169, 0.282], [-0.024, 0.000, -0.110], [0.040, 0.232, -0.002], [0.122, 0.259, -0.774], [-0.068, -0.354, -0.407], [0.819, -1.633, -0.383], [-0.391, 1.127, 0.579], [0.071, -0.174, 0.044], [0.784, 0.881, -0.060], [-0.115, -0.064, 0.116], [-0.135, 0.079, -0.060], [0.267, 0.698, 0.426], [-0.219, -0.360, 0.198], [0.881, 0.344, 0.625], [-0.105, -0.027, 0.696], [-0.892, 0.530, 1.589], [0.977, 1.033, 4.515], [0.016, 0.732, -0.332], [-0.463, 1.050, 0.452], [-0.415, 1.112, -1.077], [-0.227, 0.069, -0.096], [0.274, 0.147, 0.323], [-0.011, -1.225, 0.180], [0.275, -0.458, -0.440], [-0.266, -0.543, 0.064], [0.635, -0.653, -0.261], [0.003, -1.682, -0.212], [-0.086, -0.108, -0.178], [-0.068, -0.066, 0.006], [0.004, 0.163, 0.001], [-0.144, -0.845, -0.884], [-0.507, -0.975, -5.537], [-0.456, -1.441, -0.722], [0.026, -0.190, 0.104], [0.005, 0.236, 0.066], [0.196, -0.108, 0.134], [-0.777, 1.625, 0.399], [-0.037, 0.196, -0.225], [0.079, 0.040, 0.068], [0.051, -0.026, 0.356], [0.075, 0.264, 0.237], [0.442, -0.770, -0.270], [-0.207, 0.158, -0.060]],
  "total_charge": -1,
  "orbital_gap_ha": 0.133,
  "homo_energy_ev": -1.912
}

***

{
  "formula": "C10H23BO2",
  "method": "ωB97M-V with the def2-TZVPD basis set",
  "species": ["C", "H", "H", "H", "H", "H", "C", "C", "H", "H", "B", "H", "H", "H", "C", "H", "H", "C", "H", "C", "H", "H", "H", "H", "O", "H", "C", "H", "C", "H", "H", "H", "O", "C", "H", "C"],
  "positions_angstrom": [[1.3839, 1.7232, -1.2127], [-1.6186, -0.5255, 3.6751], [1.5917, 0.1201, -2.6515], [0.5472, 1.4256, -3.2092], [-0.0539, -3.1116, -0.4476], [3.5357, 1.7547, -1.0023], [-1.2889, -0.9765, 2.7399], [-0.9837, 0.1173, 1.7155], [2.2995, 1.6466, -3.1821], [-0.6073, 1.6450, 3.1989], [-0.0024, 1.2478, -0.5578], [-1.4611, -0.1797, -2.1956], [-2.3252, -1.1058, -0.0915], [-2.0755, -1.6381, 2.3905], [-0.3610, -0.4128, 0.3989], [1.3571, 2.8233, -1.2761], [-0.3949, -1.5645, 2.9397], [-1.0207, -2.8221, -0.0448], [0.2191, 1.9289, 1.6666], [-0.0786, 1.1618, 2.3798], [1.4082, -0.5286, 1.1845], [-0.9985, -2.9960, 1.0262], [-1.8338, -1.8941, -2.3966], [2.7792, 0.2645, -0.4425], [0.8587, -1.0946, 0.6342], [2.6724, 1.7369, 0.5341], [-1.1795, -1.1842, -1.8939], [-1.7910, -3.4546, -0.4846], [1.4572, 1.1983, -2.6569], [-0.1584, -1.3738, -2.2104], [-1.9170, 0.6140, 1.4345], [0.8197, 0.7026, 2.7907], [-1.1102, 1.9658, -0.7051], [-1.2984, -1.3528, -0.3799], [-1.0431, 2.7951, -1.1874], [2.6722, 1.3443, -0.4807]],
  "forces_ev_per_a": [[-0.158, -0.076, 0.152], [-0.041, -0.017, 0.096], [0.017, -0.153, -0.076], [-0.057, -0.020, -0.161], [0.058, -0.086, -0.021], [0.107, 0.029, -0.008], [-0.086, 0.168, -0.163], [0.231, -0.199, 0.010], [0.069, 0.014, -0.047], [0.047, 0.070, 0.088], [0.644, -3.140, 0.937], [-0.054, 0.116, -0.141], [0.024, 0.026, 0.032], [-0.086, -0.140, 0.009], [0.332, 3.249, -1.154], [-0.122, -0.041, 0.054], [0.044, -0.095, 0.037], [-0.167, 0.140, 0.086], [0.099, 0.202, 0.035], [-0.268, -0.203, -0.241], [0.068, -0.015, -0.067], [0.014, -0.103, 0.065], [-0.035, -0.044, -0.143], [0.069, -0.152, 0.027], [0.245, -0.194, 0.117], [0.102, -0.005, 0.171], [-0.159, 0.049, 0.284], [-0.035, -0.055, -0.046], [-0.176, 0.084, 0.196], [0.187, -0.055, -0.086], [0.025, -0.001, -0.039], [0.143, -0.028, 0.089], [-1.251, 0.526, 0.000], [0.287, -0.037, -0.077], [0.184, 0.099, -0.037], [-0.298, 0.089, 0.023]],
  "smiles": "CC(C)B(O)C(O)(C(C)C)C(C)C",
  "e_above_lowest_kcal_mol": 0.00,
  "total_charge": 0,
  "orbital_gap_ha": 0.321,
  "homo_energy_ev": -8.249
}